No. 1
Formula: C3H9O2PS
Source: OMol25
Level of theory: wB97M-V/def2-TZVPD

Each line ends with the natural charge from an NBO analysis.
Geometry (Å):
1 C 0.654545 -1.240817 -0.641615  -1.06
2 C 1.579283 1.571449 -1.460896  -0.96
3 C -2.002774 -0.706402 2.399772  -0.54
4 O 1.460130 0.626278 1.283070  -1.06
5 O -1.883235 0.364089 -1.310942  -0.81
6 P 0.899713 0.467627 -0.069364  1.68
7 S -1.260864 1.067627 -0.130275  0.64
8 H 1.233636 -1.500874 -1.493910  0.25
9 H 0.670317 -2.030895 0.137608  0.27
10 H -0.479623 -1.347072 -1.047495  0.29
11 H 2.225071 0.951020 -2.128257  0.24
12 H 0.875790 1.867277 -2.224922  0.26
13 H 2.146985 2.285662 -1.011058  0.25
14 H -2.687891 -0.067190 3.061096  0.18
15 H -0.946421 -0.802001 2.802967  0.19
16 H -2.484661 -1.505777 1.834222  0.17

Atomic forces in eV per Å
-3.269 -0.610 -0.369
-0.801 -4.272 -1.154
0.155 0.781 1.831
0.336 0.332 -0.042
0.379 0.197 0.285
-1.253 -0.082 -1.241
-0.070 -0.058 0.253
0.827 -0.268 -0.539
0.534 0.846 -0.201
2.478 0.638 0.788
0.102 0.145 0.914
-0.772 0.626 0.514
1.344 2.340 1.070
1.088 -0.924 -1.307
-1.451 0.019 -0.873
0.374 0.292 0.071

Values from the calculation:
- max |F| (eV/A) = 4.5
- lowest unoccupied orbital energy (alpha / beta) (eV) = 0.07 / -1.17
- Kohn-Sham gap (alpha / beta) (eV) = 9.24 / 7.74
- HOMO energy (alpha / beta) (eV) = -9.17 / -8.91

=====

No. 2
Formula: C3H9O2S
Source: OMol25
Level of theory: wB97M-V/def2-TZVPD

Each line ends with the natural charge from an NBO analysis.
Geometry (Å):
1 C 0.478550 0.990775 -0.175234  -0.11
2 O -0.444515 1.251538 0.891230  -0.89
3 C 0.571582 -0.461817 -0.358545  -0.43
4 C -0.841504 -0.929365 -0.739398  -0.52
5 S -1.365805 -0.457180 -2.365029  -0.07
6 H 1.292214 1.576284 0.254786  0.19
7 H 0.108285 1.557526 -1.055375  0.14
8 H 1.332956 -0.772143 -1.135415  0.17
9 H 0.806560 -1.008831 0.518234  0.23
10 H -1.559477 -0.563029 -0.022271  0.25
11 H -0.877353 -1.992238 -0.851430  0.20
12 H -1.667107 -1.636438 -2.856802  0.09
13 H 0.841025 1.043928 3.410579  0.42
14 H 0.267508 0.890422 1.811171  0.48
15 O 1.057088 0.510564 2.673493  -1.16

Atomic forces in eV per Å
-1.236 3.040 2.164
-0.196 -0.465 -0.182
0.089 -1.163 -2.349
0.698 -0.668 0.001
-0.267 1.679 -1.247
1.352 -0.688 -0.968
0.301 -0.586 -0.158
-0.807 0.271 0.455
0.468 -0.017 1.240
0.028 0.026 0.299
0.015 -0.828 0.695
-0.108 -0.711 -0.141
-0.285 0.816 1.195
-0.232 0.049 0.268
0.182 -0.754 -1.272

Values from the calculation:
- max |F| (eV/A) = 3.9
- lowest unoccupied orbital energy (eV) = 3.17
- Kohn-Sham gap (eV) = 6.83
- HOMO energy (eV) = -3.66
- net charge = -1

=====

No. 3
Formula: C3H9O2S
Source: OMol25
Level of theory: wB97M-V/def2-TZVPD

Each line ends with the natural charge from an NBO analysis.
Geometry (Å):
1 C 0.878935 0.327716 1.113976  -0.04
2 O 1.645352 -0.747858 0.644260  -0.93
3 C -0.668241 -0.015641 0.971316  -0.46
4 C -1.041009 -0.222572 -0.469601  -0.43
5 S -2.949561 -0.690164 -0.451496  -0.19
6 H 0.934242 1.302391 0.560625  0.09
7 H 1.294637 0.437973 2.149859  0.14
8 H -0.868557 -0.976996 1.607769  0.19
9 H -1.113061 0.919377 1.365393  0.18
10 H -0.595508 -1.161923 -0.843649  0.23
11 H -0.646777 0.517186 -1.155697  0.23
12 H -2.974131 0.387858 -1.323007  0.13
13 H 2.279320 0.726833 -1.684330  0.43
14 H 1.803910 -0.561308 -0.744195  0.50
15 O 2.020452 -0.242868 -1.741228  -1.07

Atomic forces in eV per Å
0.332 -2.416 -0.377
-0.520 0.944 -0.364
1.652 0.024 1.953
-0.211 -2.812 0.918
1.692 2.246 -1.608
0.587 -0.176 0.045
-1.262 0.726 -0.190
0.017 1.882 -1.075
-0.677 -0.712 0.104
-0.019 0.490 0.348
-0.827 0.573 -0.130
-0.966 -0.933 0.560
-0.507 -2.044 0.114
0.399 0.417 0.339
0.311 1.791 -0.638

Values from the calculation:
- max |F| (eV/A) = 3.2
- lowest unoccupied orbital energy (eV) = 3.20
- Kohn-Sham gap (eV) = 6.64
- HOMO energy (eV) = -3.44
- net charge = -1

=====

No. 4
Formula: C3H9O2S
Source: OMol25
Level of theory: wB97M-V/def2-TZVPD

Each line ends with the natural charge from an NBO analysis.
Geometry (Å):
1 C -0.447060 -1.041975 0.617190  -0.10
2 O -0.508909 -0.298185 1.868458  -0.92
3 C 0.933498 -0.752418 -0.122667  -0.51
4 C 0.823163 0.459834 -1.027406  -0.51
5 S -0.392555 0.311442 -2.436952  -0.11
6 H -1.414201 -0.762332 0.099978  0.16
7 H -0.524539 -2.001513 1.082837  0.17
8 H 1.399516 -0.543538 0.996211  0.26
9 H 1.648866 -1.472763 -0.563700  0.19
10 H 1.807779 0.710822 -1.406696  0.19
11 H 0.430290 1.388647 -0.529077  0.28
12 H -0.195442 -1.048554 -2.657171  0.11
13 H -1.816602 1.994616 1.148416  0.42
14 H -0.805943 0.971434 1.687800  0.49
15 O -0.937864 2.084478 1.242779  -1.12

Atomic forces in eV per Å
-0.900 1.385 1.676
0.158 0.582 -0.886
-0.300 0.733 3.611
-0.303 1.332 0.368
0.827 -1.421 0.273
1.283 -0.582 -0.378
0.095 -1.475 -0.920
-0.287 0.332 -2.967
-1.118 -0.437 -0.036
0.088 0.040 -0.439
0.254 -1.076 0.051
-0.177 1.133 0.067
-5.036 0.068 -0.777
0.994 0.035 -0.873
4.423 -0.650 1.229

Values from the calculation:
- max |F| (eV/A) = 5.1
- lowest unoccupied orbital energy (eV) = 3.29
- Kohn-Sham gap (eV) = 6.88
- HOMO energy (eV) = -3.58
- net charge = -1

=====

No. 5
Formula: C3H9O3
Source: OMol25
Level of theory: wB97M-V/def2-TZVPD

Each line ends with the natural charge from an NBO analysis.
Geometry (Å):
1 C 0.381568 0.571229 -1.001595  -0.01
2 O 1.230714 -0.440305 -0.698380  -0.96
3 C -1.082053 0.291302 -0.840787  -0.48
4 C -1.295447 -0.263743 0.553806  -0.07
5 O -2.362001 -1.364681 1.015411  -0.77
6 H 0.500132 1.466321 -0.367330  0.07
7 H 0.540759 0.965743 -2.053349  0.09
8 H -1.181106 -0.439298 -1.628897  0.20
9 H -1.742260 1.158489 -1.052950  0.17
10 H -0.436912 -0.862688 0.909596  0.23
11 H -1.483850 0.648128 1.200123  0.14
12 H -3.057992 -0.696134 1.388428  0.44
13 H 4.070025 -0.530993 0.723159  0.44
14 H 2.590080 -0.239011 0.552499  0.53
15 O 3.328337 -0.264352 1.300259  -1.02

Atomic forces in eV per Å
1.962 1.262 0.018
-0.020 0.085 0.165
-1.585 -1.629 -0.420
-0.271 -1.122 2.126
-1.265 4.460 -0.309
0.681 0.587 0.314
-0.318 -0.117 0.386
-0.950 -0.700 -0.117
0.427 -0.326 0.056
0.056 1.108 -0.608
0.281 -1.181 -0.237
1.540 -2.363 -1.017
-0.306 0.167 0.633
0.472 -0.095 1.298
-0.704 -0.136 -2.287

Values from the calculation:
- max |F| (eV/A) = 4.6
- lowest unoccupied orbital energy (eV) = 3.80
- Kohn-Sham gap (eV) = 6.97
- HOMO energy (eV) = -3.17
- net charge = -1

=====

No. 6
Formula: C3H9O3PS
Source: OMol25
Level of theory: wB97M-V/def2-TZVPD

Each line ends with the natural charge from an NBO analysis.
Geometry (Å):
1 C 1.240622 -1.185396 1.333800  -0.97
2 P 0.836579 -0.061630 -0.140559  1.67
3 C 1.378113 1.613141 0.292016  -1.03
4 O 1.256573 -0.734870 -1.353900  -1.07
5 S -1.353840 0.027334 0.053073  1.82
6 C -1.969475 -0.461745 -1.640517  -0.80
7 O -1.702655 1.434763 0.177149  -0.96
8 O -1.731457 -0.865091 1.105863  -0.93
9 H 2.159374 -1.760976 1.282767  0.25
10 H 1.302137 -0.468523 2.272183  0.23
11 H 0.446698 -1.867910 1.388650  0.25
12 H 0.683539 2.137642 -0.422775  0.27
13 H 1.185447 1.980743 1.326908  0.28
14 H 2.460954 1.708283 0.016666  0.27
15 H -1.253916 -0.020999 -2.342389  0.25
16 H -1.982676 -1.473725 -1.599760  0.23
17 H -2.956015 -0.001047 -1.749173  0.25

Atomic forces in eV per Å
0.472 3.406 0.978
1.164 -1.698 4.105
-0.489 0.343 -1.102
0.280 0.060 -2.274
-0.488 1.757 -1.456
0.593 3.204 1.518
0.185 -0.244 0.044
-0.397 -0.782 0.087
0.276 0.354 -0.520
-0.364 -1.731 -1.648
-1.206 -0.852 0.517
1.071 0.413 0.680
-0.010 -0.630 -0.842
-1.051 0.023 0.116
-0.155 -0.338 0.091
-0.086 -3.134 -0.469
0.207 -0.150 0.174

Values from the calculation:
- SMILES = CP(C)(=O)S(C)(=O)=O
- max |F| (eV/A) = 4.6
- lowest unoccupied orbital energy (eV) = 0.73
- Kohn-Sham gap (eV) = 10.61
- HOMO energy (eV) = -9.88

=====

Calculated energy relative to the best compared isomer or geometry (same formula, charge and spin), 90.18 25.20 31.93 44.83 32.80 59.49 kcal/mol (same order as the records).
Calculated electronic energy, -27473.0187 -18186.8295 -18186.5378 -18185.9781 -9398.3049 -29522.9565 eV (same order as the records).